Run a
DFT (ωB97M-V/def2-TZVPD) results for 14 unconnected molecules or ions with the total composition C5H39N3O13.

```
60
Properties=species:S:1:pos:R:3:nbo_charge:R:1
C 3.69238 0.28543 -0.98803 -0.62
C 2.20204 0.03953 -0.73264 -0.07
C 1.31594 0.98712 -1.47499 -0.42
C 0.78543 2.20063 -0.67859 -0.25
N -1.97513 1.59666 -1.31081 -0.81
C -1.51180 1.65181 -0.03759 0.30
N -0.28343 1.89103 0.28359 -0.62
N 1.85004 -1.34162 -1.09388 -0.89
H 4.03782 -0.10958 -1.96812 0.21
H 4.29772 -0.23064 -0.24168 0.22
H 4.01716 1.34491 -0.95234 0.21
H 2.02762 0.12108 0.38053 0.19
H 0.47426 0.49113 -1.92232 0.22
H 1.81523 1.44335 -2.36552 0.21
H 1.63710 2.54704 -0.06534 0.20
H 0.49082 2.97190 -1.41384 0.19
H -1.40976 1.98479 -2.05702 0.40
H -2.94587 1.81625 -1.47417 0.40
H -2.08952 1.27096 0.79430 0.22
H 2.12247 -2.03187 -0.39816 0.41
H 2.24428 -1.65013 -1.97750 0.37
H -1.62387 -2.14280 2.41317 0.51
H -2.15293 -1.29105 3.54044 0.50
O -2.38448 -1.59689 2.64824 -0.99
H -0.07187 2.45872 2.39090 0.50
H -0.36685 3.08205 3.73683 0.49
O -0.25622 2.22278 3.30899 -1.00
H -2.04027 0.38000 -4.37942 0.52
H -1.88988 1.31982 -5.64377 0.48
O -2.03679 1.31395 -4.70019 -1.02
H -1.52570 -0.97855 -0.70898 0.52
H -0.05743 -1.58051 -1.15730 0.51
O -1.03834 -1.60348 -1.25360 -1.04
H -0.62465 -4.77440 0.02832 0.49
H -0.41052 -3.33186 -0.57143 0.51
O -0.03993 -4.02181 -0.01926 -0.99
H -0.05952 2.52407 -4.48019 0.47
H -1.34363 3.24451 -4.77759 0.48
O -0.39918 3.39366 -4.72836 -0.95
H 3.71922 2.82139 3.62875 0.47
H 2.28736 2.26368 3.74626 0.48
O 2.88114 2.94985 4.06567 -0.95
H 1.68505 -3.82143 0.79736 0.48
H 2.50086 -3.15150 1.91082 0.48
O 2.56891 -3.50255 1.01982 -0.96
H 0.35829 -3.44688 1.80680 0.47
H 0.52581 -2.02812 2.18562 0.50
O 0.19853 -2.86921 2.55982 -0.98
H -3.85373 -1.31535 0.05488 0.46
H -3.13733 -1.22070 1.25563 0.51
O -3.32954 -0.60263 0.47113 -0.99
H -2.77247 -1.82729 -3.52411 0.47
H -1.55094 -1.37804 -2.88574 0.51
O -2.00601 -1.31930 -3.78012 -0.99
H -2.27876 1.24166 4.97129 0.48
H -1.11932 0.39732 4.36591 0.47
O -1.71784 0.47389 5.09528 -0.94
H -0.24237 0.32492 2.69651 0.49
H 0.51263 0.38420 1.46712 0.49
O 0.29778 -0.27186 2.13864 -0.99
```

The lowest unoccupied orbital energy is 0.17 eV. For the orbital gap, the calculation gives 9.8 eV. As for the net charge: 0.


Run b
DFT (ωB97M-V/def2-TZVPD) results for 14 unconnected molecules or ions with the total composition C5H39N3O13.

```
60
Properties=species:S:1:pos:R:3:nbo_charge:R:1
C 0.32420 -1.62449 -1.49984 -0.22
C 0.16763 -0.38837 -0.53237 -0.44
C 0.89736 0.82994 -1.15158 -0.42
C 1.07389 2.02585 -0.17942 -0.24
N -0.11728 2.68897 0.28342 -0.69
C 0.17709 3.53758 1.38678 0.28
N -0.73506 3.84662 2.19409 -0.69
N -0.97527 -1.76019 -2.21942 -0.86
H 0.56602 -2.50949 -0.92117 0.21
H 1.11360 -1.32273 -2.19002 0.17
H -0.83081 -0.22019 -0.13870 0.23
H 0.59752 -0.65403 0.44799 0.20
H 1.76956 0.64138 -1.74949 0.24
H 0.16754 1.15428 -1.92645 0.20
H 1.72102 1.59060 0.60844 0.16
H 1.85074 2.60840 -0.77136 0.18
H -0.93942 2.08808 0.37102 0.43
H 1.17956 3.92154 1.21303 0.15
H -0.48452 4.60494 2.82438 0.35
H -0.74201 -2.36156 -3.00450 0.36
H -1.19628 -0.83314 -2.56770 0.38
H -1.01780 -3.51958 3.56090 0.48
H -0.62042 -3.42469 2.24136 0.50
O -1.19622 -2.89108 2.83174 -0.97
H 1.27925 -5.20294 0.39649 0.47
H 1.63137 -4.10323 1.14330 0.50
O 0.78616 -4.55686 0.91377 -0.97
H -3.24553 -1.11299 2.25836 0.49
H -4.05745 -1.29538 0.96168 0.51
O -3.82627 -0.64013 1.64362 -0.97
H 1.40053 2.38923 -3.34898 0.50
H 2.07040 1.83029 -4.58373 0.48
O 1.95550 1.65673 -3.64316 -0.98
H -3.33938 0.32946 -1.93784 0.47
H -3.65403 -1.06107 -2.43952 0.48
O -3.54592 -0.14290 -2.75829 -0.97
H 4.46128 0.07384 -0.09545 0.49
H 3.44352 -0.05034 1.04816 0.46
O 4.36406 -0.25691 0.82057 -0.96
H -0.86916 -0.96692 3.78011 0.50
H -1.28850 0.51249 3.97364 0.48
O -0.60077 -0.12694 4.17312 -0.97
H -3.65480 -3.36069 -1.39280 0.49
H -2.64287 -2.08840 -1.46423 0.51
O -3.51213 -2.42997 -1.15952 -1.02
H 2.76793 -1.81586 2.02036 0.49
H 1.35814 -2.01987 2.73761 0.50
O 2.16809 -2.43078 2.43640 -0.99
H -1.15031 2.88799 -2.42677 0.48
H -0.11113 3.83588 -1.78808 0.48
O -0.43690 3.54185 -2.64653 -0.96
H 0.98436 0.46172 3.46312 0.51
H 0.90687 0.63460 1.93454 0.47
O 1.19422 0.02554 2.61563 -0.98
H 3.76714 0.81060 -2.93849 0.50
H 3.37786 1.79853 -1.71068 0.47
O 4.04630 1.27102 -2.15390 -0.97
H -3.34087 1.80517 0.10431 0.49
H -2.84706 0.58217 0.84671 0.51
O -2.59056 1.18642 0.10532 -1.00
```

The lowest unoccupied orbital energy is 0.20 eV. For the orbital gap, the calculation gives 9.8 eV. As for the net charge: 0.


Which of them is the most stable, and which is the least stable? run a and run b, in that order.


Run a
DFT (ωB97M-V/def2-TZVPD) results for a gas-phase ion, C4H9NO2 (charge -2).

```
16
Properties=species:S:1:pos:R:3:nbo_charge:R:1
O -2.75134 1.75517 1.39321 -1.00
C -1.40979 1.66314 1.19606 0.00
C -1.01003 0.92820 -0.12189 -0.43
C 0.35505 0.20508 0.11321 -0.22
N 0.69591 -0.64823 -1.04619 -0.70
C 1.38040 -1.95995 -0.65883 0.15
O 2.67473 -1.97500 -0.99940 -0.99
H -0.89681 1.13615 2.05318 0.06
H -0.94959 2.72377 1.12730 0.03
H -0.87858 1.72742 -0.85336 0.16
H -1.71968 0.15202 -0.37437 0.19
H 0.14965 -0.44992 0.98523 0.17
H 1.11137 0.89900 0.46587 0.15
H 1.32234 -0.16770 -1.67620 0.35
H 0.84129 -2.80723 -1.20405 0.03
H 1.14266 -2.15634 0.39707 0.06
```

The lowest unoccupied orbital energy is 7.29 eV. For the orbital gap, the calculation gives 6.5 eV. As for the net charge: -2. Its structure (SMILES) is [O-]CCCNC[O-].


Run b
DFT (ωB97M-V/def2-TZVPD) results for a gas-phase ion, C4H9NO2 (charge -2).

```
16
Properties=species:S:1:pos:R:3:nbo_charge:R:1
N 1.59094 -0.26017 0.63447 -0.87
C 0.48248 0.31510 -0.14371 -0.08
C 0.82463 0.38528 -1.67352 -0.02
O 2.03915 0.91300 -1.94739 -0.99
C -0.84009 -0.44108 0.10551 -0.45
C -1.44347 -0.37769 1.53665 0.00
O -2.78160 -0.49928 1.62241 -0.99
H 1.48776 -1.26175 0.46009 0.32
H 2.39295 -0.04043 0.02526 0.37
H 0.17506 1.34866 0.06052 0.15
H 0.78808 -0.69529 -2.01636 0.04
H -0.08938 0.88523 -2.08638 0.07
H -0.85829 -1.46949 -0.26092 0.16
H -1.55475 0.21755 -0.37444 0.20
H -0.83894 -0.93172 2.31421 0.06
H -1.02871 0.62670 1.91466 0.04
```

The lowest unoccupied orbital energy is 7.29 eV. For the orbital gap, the calculation gives 6.3 eV. As for the net charge: -2. Its structure (SMILES) is N[C@@H](C[O-])CC[O-].


Which of them is the most stable, and which is the least stable? run a and run b, in that order.


Run a
DFT (ωB97M-V/def2-TZVPD) results for a molecular structure, C2H2O2S.

```
7
Properties=species:S:1:pos:R:3:nbo_charge:R:1
C 0.27989 0.53118 -0.20356 0.67
C -0.92439 -0.21537 0.01283 -0.38
H 2.32354 -0.52456 -0.31768 0.52
H -0.72642 -1.34570 0.86592 0.24
O 1.10210 -0.52865 -0.19982 -0.69
O 0.43109 1.75625 0.00852 -0.52
S -2.48580 0.32684 -0.16621 0.16
```

The lowest unoccupied orbital energy is -1.40 eV. For the orbital gap, the calculation gives 7.8 eV. As for the net charge: 0.


Run b
DFT (ωB97M-V/def2-TZVPD) results for a single C2H2O2S molecule.

```
7
Properties=species:S:1:pos:R:3:nbo_charge:R:1
O 0.01266 0.82229 1.74427 -0.47
C 0.77112 0.76724 0.78825 0.35
C 0.50777 0.00316 -0.48560 0.32
O 1.08626 0.29354 -1.49380 -0.49
S -1.05846 -0.90353 -0.32841 -0.04
H 1.68688 1.22874 0.54915 0.15
H -1.21629 -0.32133 0.88576 0.18
```

The lowest unoccupied orbital energy is -1.19 eV. For the orbital gap, the calculation gives 9.1 eV. As for the net charge: 0. Its structure (SMILES) is O=CC(=O)S.


Which of them is the most stable, and which is the least stable? run b and run a, in that order.